Density functional theory data (ωB97M-V with the def2-TZVPD basis set) for 2 unconnected molecules or ions with the total composition F4NP in a non-equilibrium geometry.

Properties
total charge: 0
frontier orbital gap (alpha / beta): 10.535 / 7.345 eV
spin multiplicity: 1

```
6
Properties=species:S:1:pos:R:3:mulliken_charge:R:1
N -1.439 0.164 -0.723 0.180
F 1.504 -1.847 0.805 -0.210
P 1.627 -0.291 0.468 0.479
F 1.423 0.278 1.974 -0.232
F -1.781 1.440 -0.416 -0.093
F -1.333 0.256 -2.108 -0.123
```



Density functional theory data (ωB97M-V with the def2-TZVPD basis set) for a molecular structure, F5Li5 in a non-equilibrium geometry.

Properties
total charge: 0
frontier orbital gap: 7.395 eV
spin multiplicity: 1

```
10
Properties=species:S:1:pos:R:3:mulliken_charge:R:1
F 1.692 -1.539 0.788 -0.894
F 1.438 1.892 1.059 -0.869
Li 0.301 -0.019 -0.078 0.791
Li -0.579 1.145 2.284 0.899
F 0.519 1.168 -1.727 -0.894
F -1.513 -0.284 1.003 -0.875
Li 0.199 -2.814 0.871 0.889
F -0.439 -2.057 -1.335 -0.886
Li -1.131 -0.287 -2.226 0.914
Li -0.487 2.795 -0.639 0.926
```



Density functional theory data (ωB97M-V with the def2-TZVPD basis set) for 2 unconnected molecules or ions with the total composition F5N2 in a non-equilibrium geometry.

Properties
total charge: +1
frontier orbital gap: 9.846 eV
spin multiplicity: 1

```
7
Properties=species:S:1:pos:R:3:mulliken_charge:R:1
F 1.212 0.859 -0.818 -0.028
F -1.687 0.434 0.848 0.028
F 1.204 0.363 1.261 -0.072
F 1.228 -1.217 -0.271 -0.075
N 0.788 0.034 0.021 0.579
F -1.580 -0.072 -1.089 0.041
N -1.165 -0.401 0.048 0.527
```



Density functional theory data (ωB97M-V with the def2-TZVPD basis set) for 10 unconnected molecules or ions with the total composition F6H18O9P in a non-equilibrium geometry.

Properties
total charge: -1
frontier orbital gap: 10.701 eV
spin multiplicity: 1

```
34
Properties=species:S:1:pos:R:3:mulliken_charge:R:1
H -17.738 10.593 -16.881 0.361
O -16.144 7.093 -13.633 -0.687
H -22.244 10.177 -13.270 0.355
F -19.945 8.388 -13.630 -0.464
H -17.372 9.812 -18.126 0.314
O -23.148 10.428 -13.081 -0.665
H -14.412 12.202 -15.252 0.302
H -19.454 9.226 -10.288 0.286
O -17.655 10.678 -17.831 -0.673
H -18.783 6.418 -15.665 0.418
H -22.027 8.338 -15.837 0.294
F -18.245 8.173 -15.132 -0.534
H -16.756 7.827 -13.669 0.406
H -20.979 7.884 -14.844 0.357
F -17.875 9.115 -13.090 -0.454
H -16.137 6.831 -12.712 0.279
H -21.201 12.377 -16.516 0.285
P -18.872 9.446 -14.299 1.682
H -20.036 9.222 -11.686 0.325
O -21.262 11.998 -15.640 -0.595
O -19.007 5.743 -16.306 -0.649
F -19.947 9.695 -15.481 -0.408
H -15.963 9.965 -10.049 0.300
F -19.534 10.671 -13.447 -0.325
O -15.046 12.244 -14.536 -0.644
H -19.094 6.217 -17.133 0.288
H -15.855 11.896 -14.912 0.337
O -20.276 9.334 -10.766 -0.679
H -21.274 11.053 -15.788 0.285
O -21.867 7.696 -15.146 -0.691
H -23.264 10.223 -12.153 0.298
F -17.726 10.447 -15.035 -0.396
H -16.459 10.222 -11.455 0.338
O -16.270 10.663 -10.627 -0.644
```



Density functional theory data (ωB97M-V with the def2-TZVPD basis set) for 12 unconnected molecules or ions with the total composition F6H22O11P in a non-equilibrium geometry.

Properties
total charge: -1
frontier orbital gap: 10.189 eV
spin multiplicity: 1

```
40
Properties=species:S:1:pos:R:3:mulliken_charge:R:1
P 0.118 0.258 0.635 1.360
O 0.804 0.434 -3.377 -0.736
H 0.616 -2.412 3.341 0.371
O 4.377 -1.253 -0.463 -0.656
H 0.884 0.236 -2.434 0.328
H -0.714 -3.110 -1.956 0.337
H 2.230 1.607 2.883 0.404
H -1.361 -3.759 -3.176 0.263
H 0.684 2.313 -3.157 0.379
F 0.277 -0.725 1.894 -0.189
O -2.754 3.218 0.452 -0.670
F -0.787 -0.888 -0.095 -0.440
H 1.596 2.780 -0.139 0.332
H 1.863 2.913 3.572 0.285
H -3.636 2.941 0.717 0.295
O 0.783 -3.278 -0.370 -0.702
H -0.588 -2.558 4.256 0.304
H 1.807 4.221 0.316 0.302
O -3.649 -0.601 1.116 -0.705
O 0.765 3.284 -3.156 -0.683
H -3.824 -1.834 -0.528 0.348
O 0.191 -3.029 3.946 -0.660
F 1.459 -0.321 -0.064 -0.307
H 1.664 0.218 -3.754 0.303
H 1.568 -3.281 0.183 0.294
O -4.059 -2.038 -1.446 -0.658
H -3.753 0.338 0.944 0.290
H -2.189 2.444 0.599 0.387
O 1.889 3.648 -0.452 -0.715
O -1.526 -3.117 -2.479 -0.598
H 4.085 -1.802 0.270 0.297
F 1.040 1.374 1.357 -0.411
H 0.359 -2.425 -0.194 0.316
F -0.120 1.243 -0.633 -0.379
H -2.689 -0.723 1.149 0.331
F -1.220 0.903 1.275 -0.446
H 1.015 3.519 -2.248 0.366
H -3.213 -2.202 -1.892 0.357
O 2.352 2.096 3.706 -0.662
H 3.654 -0.631 -0.598 0.366
```



Density functional theory data (ωB97M-V with the def2-TZVPD basis set) for 13 unconnected molecules or ions with the total composition F6H24O12P in a non-equilibrium geometry.

Properties
total charge: -1
frontier orbital gap: 10.122 eV
spin multiplicity: 1

```
43
Properties=species:S:1:pos:R:3:mulliken_charge:R:1
H 26.690 -2.292 6.643 0.318
H 22.104 -1.916 11.214 0.307
O 19.517 -6.162 10.160 -0.660
O 18.301 -4.231 6.772 -0.666
F 20.614 -3.335 7.751 -0.539
H 21.272 -0.840 10.542 0.342
F 23.763 -4.173 7.770 -0.329
F 22.532 -2.427 6.996 -0.109
H 22.755 -0.519 6.996 0.350
H 23.602 -3.543 5.422 0.291
O 22.537 0.397 6.773 -0.723
H 20.247 -5.837 9.621 0.397
H 18.867 -5.455 10.127 0.316
O 25.125 -2.005 9.169 -0.591
H 21.370 -4.869 3.382 0.377
H 20.906 0.056 8.222 0.381
H 27.049 -3.887 10.375 0.263
F 21.825 -5.168 8.556 -0.388
H 26.009 -3.678 9.279 0.426
H 20.788 -3.502 3.713 0.327
O 23.622 -7.600 7.787 -0.626
O 20.431 -0.665 8.656 -0.649
H 24.207 -2.265 9.343 0.382
O 26.638 -4.331 9.629 -0.669
H 22.065 0.326 5.938 0.317
F 22.411 -3.045 9.203 -0.408
O 21.973 -0.964 11.199 -0.673
H 23.074 -3.340 4.013 0.373
H 23.053 -8.359 7.634 0.277
H 17.560 -3.711 7.091 0.308
O 23.896 -3.348 4.524 -0.713
F 22.002 -4.471 6.339 -0.296
H 25.388 -1.825 7.274 0.307
H 25.364 -1.439 9.909 0.237
H 23.091 -6.839 7.525 0.290
O 21.423 -6.639 4.296 -0.681
H 22.379 -6.575 4.405 0.318
O 26.055 -1.572 6.619 -0.647
P 22.195 -3.822 7.799 1.146
H 20.518 -1.409 8.046 0.253
H 21.173 -7.466 4.713 0.286
H 19.087 -3.805 7.150 0.479
O 21.409 -3.939 3.123 -0.699
```



Density functional theory data (ωB97M-V with the def2-TZVPD basis set) for 13 unconnected molecules or ions with the total composition F6H24O12P in a non-equilibrium geometry.

Properties
total charge: -1
frontier orbital gap: 10.854 eV
spin multiplicity: 1

```
43
Properties=species:S:1:pos:R:3:mulliken_charge:R:1
O -2.360 -20.732 12.794 -0.638
O -1.841 -16.425 -1.074 -0.658
O -3.532 -20.529 -3.266 -0.638
O -0.350 -25.429 10.403 -0.650
H 5.471 -22.488 7.451 0.317
H -2.460 -21.632 13.102 0.316
O 1.847 -17.685 2.295 -0.652
F -1.491 -20.881 4.329 -0.403
H -6.550 -18.629 3.817 0.324
H 0.887 -25.714 0.627 0.340
F -2.641 -22.824 4.613 -0.350
H -6.061 -19.842 4.580 0.332
H -3.017 -20.640 12.104 0.323
O -8.103 -22.369 0.304 -0.649
H 0.270 -30.622 3.250 0.311
O -0.268 -29.888 3.546 -0.636
O -4.501 -15.738 2.999 -0.655
F -1.139 -22.576 2.984 -0.342
H -3.790 -21.208 -2.642 0.326
H -0.442 -24.766 9.718 0.338
H -8.996 -22.626 0.532 0.313
H -7.831 -21.790 1.016 0.333
H 2.786 -17.823 2.420 0.310
F -0.672 -24.013 4.698 -0.336
H 2.085 -26.632 0.514 0.314
H -1.230 -25.792 10.505 0.312
H -0.140 -29.213 2.880 0.326
O -6.806 -19.514 4.077 -0.652
H -1.161 -16.816 -0.525 0.329
H -3.747 -16.164 3.408 0.327
H -4.317 -20.376 -3.791 0.314
H 4.818 -23.244 6.313 0.335
H -4.360 -26.071 1.814 0.331
F 0.493 -22.061 4.546 -0.370
O 1.260 -26.409 0.084 -0.654
F -1.067 -22.257 6.212 -0.373
H 1.433 -18.388 2.796 0.344
O -4.529 -26.224 0.884 -0.648
O 5.665 -23.087 6.730 -0.652
H -2.144 -17.143 -1.630 0.326
H -4.367 -15.865 2.060 0.326
H -4.647 -25.349 0.514 0.317
P -1.082 -22.488 4.574 1.171
```



Density functional theory data (ωB97M-V with the def2-TZVPD basis set) for a molecular structure, F6H28O14P in a non-equilibrium geometry.

Properties
total charge: -1
frontier orbital gap: 7.039 eV
spin multiplicity: 1

```
49
Properties=species:S:1:pos:R:3:mulliken_charge:R:1
H 1.594 0.214 1.234 0.227
H 1.271 2.739 -0.407 0.663
H 3.104 0.112 1.262 0.388
O 0.183 2.806 -1.369 -0.668
O -2.766 1.363 0.896 -0.825
H -2.184 0.682 -2.124 0.443
P 0.298 -0.244 -0.061 1.547
F -0.774 -1.446 -0.266 -0.046
H 3.227 -1.431 -1.566 0.418
H -1.219 -3.069 0.129 0.395
F 0.897 -1.078 1.258 -0.399
F -0.833 0.450 0.872 -0.508
H 0.716 -1.408 2.245 0.572
H -0.530 -1.115 3.046 0.457
H -0.523 2.427 2.213 0.239
O -1.206 -0.602 2.602 -0.960
H -2.534 0.620 0.338 0.336
H 2.252 -0.284 -2.379 0.435
F 1.363 -1.111 -0.864 -0.583
O 2.340 0.203 1.832 -0.757
O -1.885 1.927 -1.169 -0.798
H -0.821 -0.381 1.754 0.433
H 0.618 -2.202 0.118 0.696
O 0.520 -1.588 3.164 -0.801
H -3.347 0.992 1.560 0.283
H 0.213 2.079 -1.991 0.275
H -0.825 0.066 -2.384 0.370
H -0.317 1.079 1.555 0.496
H 2.277 -2.121 -2.521 0.373
H 0.089 3.586 -1.916 0.283
H -0.753 -4.076 -0.900 0.293
F 1.291 1.065 0.061 -0.376
H 0.926 -3.657 -0.165 0.253
O -0.224 1.535 2.391 -0.648
H -0.943 2.092 -1.205 0.500
O -2.455 -0.445 -0.336 -0.631
H 1.228 -1.163 3.648 0.307
H 1.671 0.524 -1.239 0.417
H -2.173 2.355 -0.363 0.379
O 0.507 -3.083 0.476 -0.867
H -1.515 -0.559 -0.192 0.594
O 2.777 -1.314 -2.403 -0.736
O -1.680 0.214 -2.790 -0.998
H -2.756 -1.300 -0.641 0.292
O 2.092 0.615 -2.094 -0.990
H 0.959 3.971 0.416 0.252
O -1.543 -3.676 -0.537 -0.699
O 1.618 3.287 0.296 -0.720
F -0.223 0.348 -1.485 -0.607
```



Number 1: energy -795.43214 hartree. Number 2: energy -537.26459 hartree. Number 3: energy -608.09234 hartree. Number 4: energy -1628.82971 hartree. Number 5: energy -1781.74882 hartree. Number 6: energy -1858.18346 hartree. Number 7: energy -1858.10642 hartree. Number 8: energy -2009.94775 hartree.